Entry from OMol25: a structure of composition C29H45IrN4O5S2 (wB97M-V/def2-TZVPD).

Last column: Mulliken charge in e.
Cartesian coordinates (Å):
Ir  0.7759  0.3576  -0.1103  2.157
N  2.4290  -0.4512  0.9665  -0.431
C  3.5081  -0.7738  0.0026  -0.751
C  2.9495  -1.0011  -1.3977  0.543
O  3.5297  -1.6976  -2.2040  -0.716
O  1.8414  -0.3630  -1.6601  -0.521
H  2.7724  0.2152  1.6495  0.474
H  2.1662  -1.2783  1.5204  -0.263
H  4.0790  -1.6439  0.3182  0.378
H  4.1887  0.0761  -0.0709  0.403
C  0.4957  -2.6513  5.1969  -1.398
S  0.4380  -2.0749  3.5009  1.060
C  -0.6426  -3.3621  2.8362  -1.243
O  1.8185  -2.3331  2.9625  -0.943
H  0.8644  -3.6763  5.2095  0.449
H  -0.5019  -2.5904  5.6320  0.417
H  1.1808  -2.0016  5.7378  0.417
H  -1.1353  -3.9117  3.6350  0.562
H  0.0055  -4.0245  2.2643  0.409
H  -1.3687  -2.8993  2.1741  0.152
C  1.1647  -4.1388  -3.5065  -0.970
N  1.1491  -3.7665  -2.1056  -0.133
N  0.3195  -2.7943  -1.6076  1.176
C  0.6501  -2.5608  -0.3068  -0.096
O  0.0992  -1.6288  0.3903  -1.449
C  1.6749  -3.4657  0.0203  -0.325
C  1.9772  -4.1638  -1.1323  -0.083
C  3.0559  -5.1557  -1.3820  -1.996
C  -0.6898  -2.1641  -2.3989  -0.723
C  -2.0186  -2.4073  -2.0855  -0.249
C  -3.0130  -1.8451  -2.8718  -0.727
C  -2.6694  -1.0631  -3.9656  -0.628
C  -1.3350  -0.8159  -4.2600  -0.924
C  -0.3328  -1.3587  -3.4706  0.775
H  0.1539  -4.1058  -3.9038  0.346
H  1.5382  -5.1560  -3.5791  0.430
H  1.8079  -3.4668  -4.0749  0.301
H  2.1597  -3.5447  0.9779  0.547
H  3.6243  -5.3114  -0.4689  0.420
H  3.7346  -4.7856  -2.1517  0.392
H  2.6532  -6.1169  -1.7039  0.422
H  -2.2618  -3.0370  -1.2396  0.507
H  -4.0529  -2.0309  -2.6395  0.421
H  -3.4462  -0.6408  -4.5900  0.480
H  -1.0709  -0.1922  -5.1037  0.409
H  0.7115  -1.1511  -3.6583  0.444
C  -1.8700  3.9382  1.1081  -0.797
C  -1.0916  4.1132  2.4072  -0.610
C  0.2501  3.3903  2.4367  -0.251
S  0.2949  1.6013  2.6765  0.572
O  -0.4447  0.9527  1.4950  -0.808
C  -0.8342  1.3856  4.0715  -1.105
C  -2.3031  1.1985  3.6870  -0.269
C  -2.6462  -0.2416  3.3266  -0.917
H  -2.8451  4.4198  1.1816  0.417
H  -2.0187  2.8872  0.8591  0.052
H  -1.3338  4.3982  0.2769  0.269
H  -1.6952  3.8214  3.2693  0.261
H  -0.8716  5.1736  2.5519  0.475
H  0.8870  3.7540  3.2491  0.601
H  0.8022  3.5300  1.5026  -0.294
H  -0.6725  2.2577  4.7070  0.545
H  -0.4605  0.5114  4.6049  0.507
H  -2.5651  1.8561  2.8596  0.060
H  -2.9004  1.5193  4.5433  0.477
H  -2.0886  -0.5644  2.4482  -0.095
H  -3.7107  -0.3360  3.1133  0.442
H  -2.4153  -0.9142  4.1573  0.315
C  2.3293  3.7461  -1.3722  -1.184
C  0.9310  3.9353  -1.8786  1.061
C  0.5456  5.0808  -2.5379  -0.865
C  -0.7498  5.2214  -3.0365  -0.868
C  -1.6764  4.1983  -2.8792  -0.742
C  -1.3547  3.0243  -2.2236  1.280
C  -2.3876  1.9522  -2.0330  -1.502
C  -0.0320  2.8902  -1.7029  0.130
N  0.3102  1.8133  -1.0170  1.120
H  2.9543  4.5936  -1.6477  0.430
H  2.7692  2.8353  -1.7824  0.194
H  2.3544  3.6423  -0.2843  0.150
H  1.2662  5.8765  -2.6814  0.421
H  -1.0317  6.1289  -3.5533  0.424
H  -2.6799  4.3199  -3.2700  0.489
H  -3.2631  2.3580  -1.5218  0.397
H  -2.0063  1.1117  -1.4574  -0.216
H  -2.7232  1.5726  -2.9987  0.514

Results
- HOMO-LUMO gap (spin up / spin down): 7.570 / 7.738 eV
- Charge: +1
- Energy: -2627.7393 a.u.
- Multiplicity: 2
- Expectation value of S²: 0.799

---

Entry from OMol25: a cluster of 3 separate species, C7H19N3 in total in a non-equilibrium geometry (wB97M-V/def2-TZVPD).

Last column: natural (NBO) charge in e.
Cartesian coordinates (Å):
C  -0.7815  -2.1094  -0.4058  -0.619
C  -1.2700  -1.4207  0.8702  0.090
C  -0.8143  -2.2215  2.1005  -0.620
N  -2.7314  -1.3035  0.7880  -0.852
C  -0.7054  0.0185  0.9663  -0.218
N  -1.1130  0.9259  -0.0918  -0.863
H  -1.1417  -3.1382  -0.4465  0.201
H  -1.1462  -1.5833  -1.2856  0.221
H  0.3068  -2.1264  -0.4374  0.212
H  -1.2235  -3.2326  2.0714  0.205
H  0.2726  -2.2929  2.1386  0.208
H  -1.1566  -1.7422  3.0191  0.203
H  -3.1025  -0.9224  1.6528  0.354
H  -3.1540  -2.2148  0.6467  0.357
H  -1.0323  0.4477  1.9212  0.178
H  0.3863  -0.0235  0.9802  0.194
H  -0.6845  0.6436  -0.9702  0.383
H  -2.1194  0.8596  -0.2096  0.368
C  3.2533  1.1669  -0.9026  -0.651
C  2.0525  1.1575  -1.4861  0.414
N  1.1671  0.5627  -2.1403  -0.767
H  3.5793  2.0119  -0.3215  0.226
H  3.8002  0.2535  -0.7258  0.239
H  1.4630  0.0293  -2.9502  0.394
C  1.1380  3.2015  -0.9333  -0.823
H  2.0117  2.8433  -1.6887  0.242
H  1.7716  3.6801  -0.1935  0.212
H  0.3765  2.6098  -0.4257  0.284
H  0.5972  3.9195  -1.5403  0.228

Results
- HOMO-LUMO gap: 9.332 eV
- Energy: -442.2549 a.u.

---

Entry from OMol25: a cluster of 2 separate species, C5H15NO2 in total in a non-equilibrium geometry (wB97M-V/def2-TZVPD).

Last column: natural (NBO) charge in e.
Cartesian coordinates (Å):
C  -1.9371  0.1771  2.3031  -0.606
C  -0.4891  0.0572  1.8183  -0.403
C  -0.1827  -1.0895  0.8346  -0.410
C  -0.4421  -0.6786  -0.6257  -0.232
N  0.6446  0.1002  -1.2188  -0.661
C  0.3139  0.2254  -2.6835  0.108
O  0.5230  1.5127  -3.1796  -0.717
H  -2.0043  0.9968  3.0388  0.212
H  -2.2116  -0.7560  2.7799  0.202
H  -2.6976  0.3690  1.5430  0.197
H  -0.0348  0.9824  1.4401  0.194
H  -0.0648  -0.0936  2.8344  0.205
H  -0.7800  -1.9583  1.1233  0.210
H  0.9183  -1.3048  0.8767  0.204
H  -0.6935  -1.6101  -1.1766  0.198
H  -1.4130  -0.1176  -0.7044  0.168
H  0.3806  1.0381  -0.8981  0.362
H  0.8688  -0.5258  -3.2573  0.158
H  -0.7760  0.1073  -2.8245  0.152
H  1.4121  1.8181  -2.9844  0.476
O  3.1064  0.3919  0.0490  -0.967
H  2.2724  -0.0867  -0.0810  0.489
H  3.2864  0.4449  0.9928  0.462

Results
- HOMO-LUMO gap: 10.855 eV
- Energy: -404.7036 a.u.

---

What ΔE to the lowest compared entry with this formula, charge and spin values result from the calculations? In sequence: 0.0; 79.1; 32.3 kcal per mole.